No. 1
Density functional theory data (ωB97M-V/def2-TZVPD) for C3H7N3O in the gas phase in a non-equilibrium geometry.

Bonds (Å) are listed after each position.
Element x y z (Å)
1 C 0.3131 0.2932 0.5422  N2 1.374, N3 1.389, N6 1.790, H9 1.094
2 N 1.0302 -0.7838 0.0810  C1 1.374, C4 1.347
3 N 0.2264 1.4567 -0.2117  C1 1.389, H10 1.010, H11 1.009
4 C 2.2841 -0.7520 -0.4102  N2 1.347, O7 1.216, H12 1.116
5 C -2.3337 -0.3285 0.1089  N6 1.254, H13 1.089, H14 1.089
6 N -1.2007 -0.6611 0.5320  C1 1.790, C5 1.254, H8 1.116
7 O 2.8172 -1.6301 -1.0605  C4 1.216
8 H -0.5342 -1.5072 0.2396  N6 1.116
9 H 0.3605 0.5182 1.6115  C1 1.094
10 H 0.2053 1.3336 -1.2136  N3 1.010
11 H -0.3539 2.2044 0.1372  N3 1.009
12 H 2.8409 0.1827 -0.1637  C4 1.116
13 H -3.0214 -1.0433 -0.3406  C5 1.089
14 H -2.6338 0.7172 0.1479  C5 1.089

## Properties
ΔE to the lowest compared entry with this formula, charge and spin, eV: 3.565
Total energy, eV: -9739.469
Net charge: 0
Frontier orbital gap, eV: 8.2208

---

No. 2
Density functional theory data (ωB97M-V/def2-TZVPD) for 2 unconnected molecules or ions with the total composition C4H11N3O2 in a non-equilibrium geometry.

Bonds (Å) are listed after each position.
Element x y z (Å)
1 C -0.2011 1.2902 3.0415  N2 1.382, H6 1.030, H7 1.067, H8 1.191
2 N -1.3720 1.4852 2.3344  C1 1.382, C3 1.292
3 C -1.8768 0.6260 1.5121  N2 1.292, N4 1.370, N5 1.414
4 N -2.9332 0.9195 0.6902  C3 1.370, H9 1.010, H10 0.999
5 N -1.5787 -0.7555 1.4707  C3 1.414, H11 0.943, H12 0.990
6 H 0.5401 1.9746 2.8346  C1 1.030
7 H 0.3330 0.3798 2.8856  C1 1.067
8 H -0.4083 1.7899 4.1023  C1 1.191
9 H -3.3026 1.8532 0.7989  N4 1.010
10 H -3.5131 0.1078 0.6436  N4 0.999
11 H -1.6291 -1.1971 2.3025  N5 0.943
12 H -0.9266 -1.0440 0.7847  N5 0.990
13 C 2.3623 -1.8051 -1.4544  C14 1.451, H17 1.113, H18 0.971, H19 1.064
14 C 1.8814 -0.9138 -2.4942  C13 1.451, O15 1.188, O16 1.379
15 O 0.7649 -0.8412 -2.8939  C14 1.188
16 O 2.6904 0.2031 -2.4756  C14 1.379, H20 0.934
17 H 2.2514 -1.2588 -0.4908  C13 1.113
18 H 3.1354 -2.3923 -1.4727  C13 0.971
19 H 1.6290 -2.5647 -1.3229  C13 1.064
20 H 2.4415 0.7285 -3.2066  O16 0.934

## Properties
ΔE to the lowest compared entry with this formula, charge and spin, eV: 2.864
SMILES: CN=C(N)N.CC(=O)O
Total energy, eV: -12889.966
Net charge: 0
Frontier orbital gap, eV: 8.9959

---

No. 3
Density functional theory data (ωB97M-V/def2-TZVPD) for 8 unconnected molecules or ions with the total composition C19H37Br14N4O2 in a non-equilibrium geometry.

Bonds (Å) are listed after each position.
Element x y z (Å)
1 C 1.6644 -2.0173 -2.0583  C2 1.387, H12 1.127, H13 1.125
2 C 0.7187 -2.6555 -2.8474  C1 1.387, N3 1.492, H14 1.122
3 N -0.2579 -1.7860 -3.5653  C2 1.492, C4 1.321, H15 1.028
4 C -1.4917 -1.7890 -3.0937  N3 1.321, N5 1.463, N11 1.457
5 N -2.0147 -2.4967 -1.9251  C4 1.463, C6 1.538, H16 1.039
6 C -3.2708 -1.7268 -1.4838  N5 1.538, C7 1.581, H17 1.148, H18 1.136
7 C -3.2539 -0.4885 -2.4668  C6 1.581, O8 1.438, N11 1.497, H19 1.137
8 O -2.8606 0.8086 -1.9853  C7 1.438, N9 1.375
9 N -1.7397 0.7452 -1.1909  O8 1.375, O10 1.192
10 O -0.8982 1.4316 -1.6824  N9 1.192
11 N -2.5726 -1.0157 -3.6907  C4 1.457, C7 1.497, H20 1.042
12 H 2.0320 -2.5337 -1.1268  C1 1.127
13 H 2.0300 -0.9898 -2.3325  C1 1.125
14 H 0.6047 -3.7669 -2.9547  C2 1.122
15 H -0.0035 -1.2161 -4.3827  N3 1.028
16 H -1.4071 -2.2924 -1.1078  N5 1.039
17 H -3.1261 -1.4900 -0.3703  C6 1.148
18 H -4.1273 -2.4653 -1.5907  C6 1.136
19 H -4.3612 -0.3300 -2.6716  C7 1.137
20 H -2.0940 -0.1437 -4.0026  N11 1.042
21 Br 5.4798 -1.3311 3.2999  C22 1.946
22 C 3.8234 -0.4018 2.8744  Br21 1.946, C23 1.511, H25 1.089, H26 1.090
23 C 2.6324 -1.1156 3.4711  C22 1.511, Br24 1.949, H27 1.091, H28 1.089
24 Br 2.1552 -2.7099 2.4563  C23 1.949
25 H 3.7804 -0.3081 1.7904  C22 1.089
26 H 3.9284 0.5894 3.3163  C22 1.090
27 H 1.7456 -0.4812 3.4316  C23 1.091
28 H 2.7977 -1.4383 4.4984  C23 1.089
29 Br -4.3531 -2.1702 1.4435  C30 1.953
30 C -4.3334 -1.6343 3.3214  Br29 1.953, C31 1.507, H33 1.089, H34 1.090
31 C -3.5113 -0.3910 3.5426  C30 1.507, Br32 1.949, H35 1.090, H36 1.089
32 Br -1.6050 -0.7967 3.5371  C31 1.949
33 H -3.9765 -2.4875 3.8955  C30 1.089
34 H -5.3808 -1.4507 3.5628  C30 1.090
35 H -3.7018 0.0240 4.5328  C31 1.090
36 H -3.6842 0.3785 2.7920  C31 1.089
37 Br 0.7546 2.5119 -5.3050  C38 1.949
38 C -0.8784 3.5174 -5.6528  Br37 1.949, C39 1.507, H41 1.089, H42 1.090
39 C -2.0711 2.8531 -5.0151  C38 1.507, Br40 1.951, H43 1.091, H44 1.089
40 Br -2.6433 1.2964 -6.0426  C39 1.951
41 H -0.9663 3.6179 -6.7334  C38 1.089
42 H -0.7068 4.5002 -5.2140  C38 1.090
43 H -2.9311 3.5237 -5.0140  C39 1.091
44 H -1.8813 2.5126 -3.9985  C39 1.089
45 Br 1.2690 5.6668 -7.9651  C46 1.949
46 C 1.4105 6.2470 -6.1103  Br45 1.949, C47 1.508, H49 1.089, H50 1.091
47 C 2.2877 7.4668 -5.9827  C46 1.508, Br48 1.948, H51 1.090, H52 1.088
48 Br 4.1734 6.9986 -6.1226  C47 1.948
49 H 1.7736 5.3946 -5.5374  C46 1.089
50 H 0.3885 6.4767 -5.8055  C46 1.091
51 H 2.1793 7.9154 -4.9947  C47 1.090
52 H 2.0893 8.2203 -6.7426  C47 1.088
53 Br -5.6179 0.7440 -0.0015  C54 1.950
54 C -5.3963 2.6163 -0.4988  Br53 1.950, C55 1.508, H57 1.089, H58 1.090
55 C -5.6797 3.5295 0.6672  C54 1.508, Br56 1.948, H59 1.090, H60 1.089
56 Br -7.5939 3.6982 0.9843  C55 1.948
57 H -6.0453 2.7970 -1.3542  C54 1.089
58 H -4.3557 2.7057 -0.8124  C54 1.090
59 H -5.3371 4.5422 0.4527  C55 1.090
60 H -5.2315 3.1890 1.5990  C55 1.089
61 Br 0.2829 -1.0055 6.5861  C62 1.947
62 C 0.3042 -2.8406 5.9345  Br61 1.947, C63 1.511, H65 1.089, H66 1.091
63 C 1.1745 -3.7188 6.8023  C62 1.511, Br64 1.946, H67 1.090, H68 1.088
64 Br 3.0624 -3.4193 6.4361  C63 1.946
65 H 0.6267 -2.8052 4.8946  C62 1.089
66 H -0.7345 -3.1702 5.9769  C62 1.091
67 H 1.0034 -4.7713 6.5738  C63 1.090
68 H 1.0273 -3.5550 7.8682  C63 1.088
69 Br 9.7521 -2.8952 4.3090  C70 1.948
70 C 8.8539 -4.6228 4.3636  Br69 1.948, C71 1.507, H73 1.089, H74 1.090
71 C 7.3650 -4.4703 4.1830  C70 1.507, Br72 1.949, H75 1.091, H76 1.088
72 Br 6.5165 -3.8243 5.8143  C71 1.949
73 H 9.1265 -5.0937 5.3064  C70 1.089
74 H 9.2836 -5.1929 3.5394  C70 1.090
75 H 6.9010 -5.4374 3.9865  C71 1.091
76 H 7.0969 -3.7764 3.3884  C71 1.088

## Properties
Total energy, eV: -1010942.710
Net charge: +1
Frontier orbital gap, eV: 7.1626

---

Please write out number 2 again, unchanged.
Density functional theory data (ωB97M-V/def2-TZVPD) for 2 unconnected molecules or ions with the total composition C4H11N3O2 in a non-equilibrium geometry.

Bonds (Å) are listed after each position.
Element x y z (Å)
1 C -0.2011 1.2902 3.0415  N2 1.382, H6 1.030, H7 1.067, H8 1.191
2 N -1.3720 1.4852 2.3344  C1 1.382, C3 1.292
3 C -1.8768 0.6260 1.5121  N2 1.292, N4 1.370, N5 1.414
4 N -2.9332 0.9195 0.6902  C3 1.370, H9 1.010, H10 0.999
5 N -1.5787 -0.7555 1.4707  C3 1.414, H11 0.943, H12 0.990
6 H 0.5401 1.9746 2.8346  C1 1.030
7 H 0.3330 0.3798 2.8856  C1 1.067
8 H -0.4083 1.7899 4.1023  C1 1.191
9 H -3.3026 1.8532 0.7989  N4 1.010
10 H -3.5131 0.1078 0.6436  N4 0.999
11 H -1.6291 -1.1971 2.3025  N5 0.943
12 H -0.9266 -1.0440 0.7847  N5 0.990
13 C 2.3623 -1.8051 -1.4544  C14 1.451, H17 1.113, H18 0.971, H19 1.064
14 C 1.8814 -0.9138 -2.4942  C13 1.451, O15 1.188, O16 1.379
15 O 0.7649 -0.8412 -2.8939  C14 1.188
16 O 2.6904 0.2031 -2.4756  C14 1.379, H20 0.934
17 H 2.2514 -1.2588 -0.4908  C13 1.113
18 H 3.1354 -2.3923 -1.4727  C13 0.971
19 H 1.6290 -2.5647 -1.3229  C13 1.064
20 H 2.4415 0.7285 -3.2066  O16 0.934

## Properties
ΔE to the lowest compared entry with this formula, charge and spin, eV: 2.864
SMILES: CN=C(N)N.CC(=O)O
Total energy, eV: -12889.966
Net charge: 0
Frontier orbital gap, eV: 8.9959

---

Q: frontier orbital gap of number 3 (C19H37Br14N4O2)?
A: 7.1626 eV

---

Q: Among the records above, which one has the lowest total energy?
A: C19H37Br14N4O2

---

Q: Among the records above, which one has the lowest total energy?
A: C19H37Br14N4O2